C36H88F2N9O9S2V | wB97M-V/def2-TZVPD

Last column: Löwdin charge in e.
CARTESIAN COORDINATES (ANGSTROEM)
O 4.329 -1.527 1.013  -0.222
V 3.789 -0.050 1.050  1.071
N 1.768 -0.440 1.085  -0.325
S 0.835 -1.349 0.033  0.498
O 0.413 -0.587 -1.083  -0.245
O 0.029 -2.371 0.561  -0.188
F 2.038 -2.178 -0.557  -0.153
S 0.525 0.216 1.858  0.465
O -0.161 -0.607 2.785  -0.230
O -0.181 1.232 1.172  -0.223
F 1.384 1.103 2.896  -0.187
C -1.500 1.125 -3.375  -0.072
C -2.120 2.442 -3.837  -0.258
N -2.222 2.469 -5.288  -0.190
C -3.428 1.749 -5.692  -0.263
C -3.537 1.495 -7.193  -0.091
C -2.229 3.803 -5.875  -0.263
C -1.115 4.718 -5.387  -0.099
H -1.125 1.177 -2.350  0.052
H -0.654 0.890 -4.021  0.071
H -2.202 0.295 -3.399  0.040
H -3.063 2.714 -3.338  0.126
H -1.433 3.202 -3.457  0.087
H -4.322 2.342 -5.424  0.119
H -3.468 0.804 -5.152  0.105
H -2.594 1.132 -7.604  0.079
H -3.829 2.383 -7.755  0.064
H -4.343 0.777 -7.347  0.074
H -2.236 3.740 -6.961  0.106
H -3.182 4.312 -5.622  0.123
H -1.079 5.627 -5.988  0.074
H -1.277 5.036 -4.358  0.058
H -0.144 4.217 -5.432  0.073
C 0.830 -4.629 -2.613  -0.093
C 2.110 -5.365 -2.990  -0.239
N 3.284 -4.767 -2.347  -0.184
C 3.655 -3.455 -2.861  -0.264
C 4.294 -3.389 -4.251  -0.075
C 4.425 -5.682 -2.371  -0.275
C 5.484 -5.357 -1.337  -0.088
H 0.692 -3.701 -3.169  0.059
H 0.781 -4.436 -1.541  0.071
H -0.050 -5.232 -2.848  0.074
H 2.063 -6.428 -2.764  0.113
H 2.229 -5.287 -4.085  0.114
H 2.806 -2.768 -2.917  0.089
H 4.312 -3.031 -2.095  0.102
H 4.741 -2.409 -4.443  0.051
H 5.125 -4.085 -4.379  0.066
H 3.589 -3.610 -5.054  0.074
H 4.807 -5.911 -3.375  0.112
H 4.006 -6.641 -2.048  0.111
H 6.050 -6.254 -1.078  0.073
H 5.010 -5.061 -0.397  0.077
H 6.197 -4.571 -1.590  0.065
C -0.293 2.019 6.495  -0.072
C -1.153 3.195 6.018  -0.229
N -1.064 3.526 4.599  -0.178
C 0.273 3.845 4.152  -0.289
C 0.843 5.088 4.823  -0.079
C -1.728 2.547 3.732  -0.246
C -3.233 2.481 3.973  -0.065
H 0.752 2.221 6.252  0.050
H -0.583 1.103 5.974  0.051
H -0.449 1.859 7.560  0.081
H -2.210 3.012 6.207  0.106
H -0.906 4.098 6.580  0.111
H 0.989 3.016 4.306  0.089
H 0.245 3.982 3.068  0.084
H 0.095 5.881 4.867  0.087
H 1.167 4.896 5.847  0.069
H 1.716 5.459 4.279  0.056
H -1.250 1.574 3.932  0.091
H -1.582 2.739 2.670  0.102
H -3.642 3.494 4.045  0.085
H -3.486 1.942 4.882  0.059
H -3.736 2.079 3.094  0.064
C -2.396 -3.328 -2.478  -0.085
C -2.907 -1.948 -2.065  -0.254
N -3.817 -2.005 -0.919  -0.182
C -5.029 -2.746 -1.243  -0.259
C -6.099 -2.742 -0.164  -0.090
C -4.048 -0.686 -0.329  -0.252
C -2.867 0.008 0.324  -0.075
H -1.546 -3.225 -3.150  0.054
H -3.168 -3.937 -2.949  0.069
H -2.047 -3.880 -1.603  0.080
H -1.994 -1.459 -1.724  0.082
H -3.410 -1.433 -2.897  0.111
H -5.460 -2.474 -2.221  0.122
H -4.691 -3.787 -1.280  0.107
H -6.868 -3.501 -0.305  0.075
H -5.674 -2.969 0.818  0.069
H -6.593 -1.772 -0.094  0.073
H -4.755 -0.848 0.489  0.078
H -4.618 -0.048 -1.032  0.127
H -2.131 0.324 -0.416  0.038
H -2.341 -0.767 0.899  0.061
H -3.170 0.778 1.026  0.073
C 3.770 0.254 4.313  -0.246
O 3.876 -0.069 3.119  -0.110
N 3.140 -0.473 5.211  -0.134
C 2.994 -0.016 6.582  -0.023
C 2.267 -1.582 4.834  0.006
H 4.026 1.248 4.695  0.161
H 3.470 -0.705 7.278  0.103
H 1.934 0.029 6.841  0.087
H 3.364 0.995 6.742  0.097
H 2.510 -2.447 5.454  0.107
H 1.236 -1.303 5.051  0.090
H 2.382 -1.870 3.796  0.093
C 2.798 3.159 1.284  -0.258
O 3.260 2.050 0.948  -0.117
N 2.075 3.903 0.483  -0.138
C 1.755 3.451 -0.863  0.007
C 1.391 5.097 0.964  -0.018
H 3.019 3.622 2.250  0.160
H 0.817 2.894 -0.818  0.102
H 2.560 2.813 -1.213  0.077
H 1.660 4.321 -1.509  0.105
H 0.313 4.960 0.904  0.108
H 1.691 5.382 1.970  0.076
H 1.735 5.944 0.365  0.104
C -3.945 -1.651 3.117  -0.344
O -4.828 -0.823 3.149  0.025
N -3.058 -1.929 4.109  -0.182
C -2.075 -2.966 3.917  -0.067
C -3.099 -1.289 5.395  -0.045
H -3.708 -2.308 2.260  0.126
H -2.358 -3.903 4.403  0.094
H -1.061 -2.658 4.177  0.069
H -1.967 -3.201 2.854  0.084
H -3.303 -1.971 6.222  0.094
H -2.178 -0.716 5.549  0.073
H -3.891 -0.539 5.416  0.082
C 4.442 0.371 -2.219  -0.241
O 4.134 0.370 -1.013  -0.091
N 3.632 0.576 -3.233  -0.136
C 4.115 0.596 -4.609  -0.015
C 2.201 0.709 -3.084  -0.035
H 5.475 0.212 -2.548  0.161
H 3.715 1.478 -5.103  0.101
H 3.911 -0.332 -5.139  0.091
H 5.202 0.698 -4.607  0.097
H 1.621 -0.138 -3.464  0.105
H 1.901 0.737 -2.043  0.055
H 1.840 1.579 -3.634  0.102

The value obtained for the largest force on an atom is 5.944 eV Å⁻¹. Its spin multiplicity is 2. The calculation puts the electronic energy at -4534.31063 Eh. Its expectation value of S² is 0.7809. As for the HOMO energy (spin up / spin down): -9.522 / -9.522 eV. The net charge is +1. For the HOMO-LUMO gap (spin up / spin down), the calculation gives 5.30 / 5.74 eV.

=====

C36H88N4O10 | wB97M-V/def2-TZVPD

Last column: Löwdin charge in e.
CARTESIAN COORDINATES (ANGSTROEM)
O -0.245 -0.021 1.712  -0.057
H 0.525 -0.051 2.291  0.036
H -0.163 0.682 1.039  0.020
O -2.740 2.923 0.601  -0.077
H -3.438 2.614 -0.033  0.013
H -2.899 2.329 1.361  0.036
O -3.014 0.202 1.555  -0.051
H -2.116 0.025 1.923  0.035
H -3.508 0.056 2.335  0.037
O 2.366 -0.718 -0.239  -0.059
H 2.409 0.181 -0.649  0.059
H 1.443 -0.955 -0.198  0.000
O 2.579 0.482 2.379  -0.087
H 3.463 0.328 2.786  0.018
H 2.696 -0.017 1.559  -0.011
O -3.119 -2.662 1.580  -0.078
H -2.485 -3.282 1.190  -0.003
H -3.009 -1.923 0.936  0.006
C 1.973 3.229 0.685  -0.019
C 1.363 3.589 -0.713  -0.508
C 2.370 4.055 -1.820  -0.086
C 1.632 4.105 -3.246  -0.155
C 1.053 2.728 -3.608  -0.150
C 0.138 2.123 -2.547  -0.507
N 0.851 2.275 -1.209  -0.040
O -0.079 1.825 -0.238  -0.130
C -1.255 2.814 -2.713  -0.002
C -0.021 0.680 -2.769  -0.046
C 0.338 4.604 -0.390  -0.048
H 2.545 4.059 0.959  0.059
H 2.489 2.255 0.703  0.067
H 1.145 3.071 1.415  0.097
H 2.599 5.084 -1.572  0.103
H 3.297 3.466 -1.971  0.121
H 2.454 4.462 -3.952  0.126
H 0.822 4.796 -3.245  0.078
H 1.909 2.027 -3.706  0.127
H 0.478 2.787 -4.508  0.102
H -2.112 2.331 -2.318  0.035
H -1.176 3.840 -2.281  0.081
H -1.531 2.864 -3.805  0.106
H 0.841 0.017 -2.658  0.089
H -0.693 0.390 -1.963  0.080
H -0.521 0.536 -3.686  0.079
H -0.556 4.144 0.102  0.087
H 0.047 5.032 -1.338  0.060
H 0.737 5.398 0.275  0.110
H -0.913 2.418 -0.163  0.099
C 4.474 2.845 3.842  -0.020
C 5.677 1.850 3.933  -0.506
C 5.566 1.148 5.286  -0.162
C 6.426 -0.059 5.359  -0.208
C 5.997 -1.031 4.253  -0.106
C 6.148 -0.411 2.820  -0.464
N 5.401 0.868 2.889  -0.144
O 5.269 1.461 1.588  -0.031
C 7.659 -0.197 2.438  -0.012
C 5.510 -1.279 1.737  -0.025
C 7.013 2.629 3.789  -0.020
H 4.648 3.418 2.964  0.063
H 4.516 3.482 4.749  0.094
H 3.515 2.341 3.855  0.074
H 6.092 1.729 6.044  0.125
H 4.506 0.868 5.486  0.144
H 6.213 -0.484 6.348  0.118
H 7.496 0.227 5.407  0.111
H 4.962 -1.249 4.451  0.116
H 6.444 -1.966 4.378  0.095
H 8.339 -0.186 3.333  0.088
H 8.087 -0.966 1.853  0.060
H 7.855 0.799 2.019  0.065
H 5.654 -0.859 0.762  0.073
H 6.006 -2.303 1.817  0.118
H 4.426 -1.284 1.818  0.066
H 6.954 3.479 4.490  0.092
H 7.245 2.896 2.733  0.088
H 7.839 2.042 4.188  0.063
H 6.237 1.598 1.324  0.112
C 0.013 -3.581 -2.328  -0.013
C -1.129 -3.820 -1.341  -0.485
C -1.794 -5.238 -1.485  -0.114
C -0.891 -6.389 -1.055  -0.192
C -0.441 -6.163 0.359  -0.156
C 0.199 -4.801 0.600  -0.489
N -0.720 -3.709 0.076  -0.113
O -0.130 -2.459 0.284  -0.053
C 0.313 -4.651 2.139  -0.015
C 1.550 -4.742 -0.075  -0.038
C -2.278 -2.861 -1.556  -0.059
H 0.566 -2.679 -2.003  0.092
H -0.409 -3.411 -3.293  0.076
H 0.644 -4.418 -2.526  0.054
H -2.550 -5.206 -0.675  0.121
H -2.195 -5.453 -2.493  0.134
H -0.038 -6.418 -1.790  0.119
H -1.394 -7.337 -1.101  0.105
H 0.320 -6.879 0.553  0.110
H -1.289 -6.294 1.027  0.128
H -0.655 -4.446 2.527  0.068
H 0.699 -5.574 2.571  0.088
H 0.974 -3.809 2.359  0.086
H 1.552 -5.171 -1.053  0.042
H 2.080 -3.747 -0.104  0.105
H 2.220 -5.475 0.504  0.116
H -3.133 -3.269 -1.045  0.066
H -2.561 -2.621 -2.556  0.076
H -2.039 -1.886 -1.063  0.093
H -0.765 -2.054 0.914  0.083
C -5.916 3.322 -1.416  -0.041
C -6.241 1.842 -1.396  -0.476
C -7.594 1.703 -2.128  -0.150
C -7.871 0.319 -2.652  -0.174
C -6.660 -0.165 -3.487  -0.141
C -5.278 -0.136 -2.853  -0.520
N -5.121 1.232 -2.260  -0.049
O -3.923 1.272 -1.454  -0.099
C -5.116 -1.294 -1.862  -0.023
C -4.218 -0.178 -3.965  -0.021
C -6.333 1.255 0.033  -0.003
H -5.564 3.623 -2.372  0.071
H -5.095 3.526 -0.666  0.083
H -6.827 3.999 -1.152  0.123
H -8.368 1.886 -1.391  0.117
H -7.643 2.375 -2.968  0.117
H -8.775 0.134 -3.198  0.102
H -7.944 -0.416 -1.811  0.116
H -6.595 0.426 -4.472  0.146
H -6.805 -1.201 -3.742  0.108
H -5.859 -1.355 -1.080  0.078
H -5.005 -2.254 -2.355  0.091
H -4.138 -1.271 -1.333  0.051
H -4.372 -1.074 -4.537  0.077
H -4.259 0.690 -4.585  0.076
H -3.243 -0.268 -3.366  0.097
H -6.604 0.244 0.125  0.058
H -7.087 1.910 0.500  0.104
H -5.443 1.374 0.561  0.040
H -3.970 0.438 -0.891  0.088

The value obtained for the largest force on an atom is 3.082 eV Å⁻¹. The SMILES is CC1(C)CCCC(C)(C)N1O.CC1(C)CCCC(C)(C)N1O.CC1(C)CCCC(C)(C)N1O.CC1(C)CCCC(C)(C)N1O.O.O.O.O.O.O. The calculation puts the electronic energy at -2395.68522 Eh. The energy above the lowest of the compared OMol25 structures with the same formula, charge and spin comes out at 7.5 kJ/mol. As for the HOMO energy: -8.750 eV. The net charge is 0. For the HOMO-LUMO gap, the calculation gives 9.39 eV.